Molecular formula: C5H10O2
Method: DFT, the ωB97M-V functional and the def2-TZVPD basis

The geometry in ORCA input format:
```
! wB97M-V def2-TZVPD RIJCOSX def2/J DEFGRID3
* xyz 0 1
C 1.49706 -0.46294 2.84751
C 0.59943 -0.23061 1.65181
O -0.19239 0.66444 1.56617
O 0.78847 -1.17185 0.71150
H 0.93289 -0.27842 3.75678
H 2.27561 0.30355 2.82124
H 1.94824 -1.44656 2.78996
H 0.30749 -0.92597 -0.11937
C -0.37326 -0.80965 -2.19191
C -1.19437 -0.01012 -1.49444
C -1.13024 1.47523 -1.58112
H -0.53241 -1.87737 -2.26269
H 0.49085 -0.38578 -2.69073
H -2.03346 -0.48620 -1.00095
H -1.19763 1.95399 -0.60562
H -0.20861 1.80704 -2.05795
H -1.97768 1.88123 -2.14017
*
```

**HOMO-LUMO gap**: 10.9 eV
**E**: -346.985480 Eh
**Energy above the lowest of the compared OMol25 structures with the same formula, charge and spin**: 1.087 eV
**SMILES string**: CC(=O)O.C=CC